No. 1
# C12H17N

A cluster of 2 separate species, C12H17N in total in a non-equilibrium geometry (the ωB97M-V functional and the def2-TZVPD basis, OMol25).

Cartesian coordinates (Å):
C  -1.20810  -1.67109  -2.71025
C  -0.48567  -0.56726  -1.97405
C  0.85571  -0.44580  -1.87020
C  -1.06971  0.45145  -1.16369
C  -0.00931  1.30661  -0.78608
C  -2.37650  0.88346  -0.89752
C  -0.17864  2.46252  -0.03753
C  -2.54636  2.13615  -0.33124
C  -1.47954  2.90689  0.11622
N  1.17002  0.68873  -1.12741
H  -0.52952  -2.18556  -3.39162
H  -2.00805  -1.36780  -3.38284
H  1.71082  -0.96427  -2.26925
H  2.05668  1.11056  -0.92300
H  -3.18018  0.21873  -1.18937
H  0.66421  3.02711  0.33929
H  -3.58896  2.43442  -0.31046
H  -1.67569  3.87328  0.49933
H  -1.55963  -2.30419  -1.89377
C  1.60809  -0.75591  1.58329
C  0.19915  -1.26530  1.86994
C  2.50722  -1.10607  2.77857
H  1.90488  -1.28503  0.67652
H  1.63584  0.29000  1.32745
H  -0.24344  -0.77532  2.74129
H  2.07488  -1.89363  3.39594
H  3.46800  -1.53471  2.48402
H  0.16552  -2.35205  1.96659
H  -0.54773  -1.09039  1.08571
H  2.66604  -0.22554  3.39413

As for the orbital gap: 8.7 eV. The charge is 0. The molecular weight is 175.28 g/mol. As for the HOMO energy: -7.8424 eV. The value obtained for the lowest unoccupied orbital energy is 0.033 Ha. Its relative energy (zero: lowest compared OMol25 entry of this formula, charge and spin) is 0.730 eV. For the total energy, the calculation gives -14209.6076 eV. The value obtained for the largest force on an atom is 1.71 eV/Å.

No. 2
# C2H4FNO2

The molecule C2H4FNO2 in a non-equilibrium geometry (the ωB97M-V functional and the def2-TZVPD basis, OMol25).

Cartesian coordinates (Å):
C  0.44739  -0.48790  0.29199
C  -0.87178  0.13577  0.08207
N  1.60875  0.50516  -0.29603
O  0.77613  -1.58930  0.63369
O  -2.02492  -0.75501  -0.11162
F  2.75118  0.18132  0.32497
H  -1.11026  0.79118  1.01644
H  -0.76970  0.87680  -0.75311
H  1.31765  1.45025  -0.15954
H  -2.12444  -1.10828  -1.02887

As for the orbital gap: 10.6 eV. The charge is 0. The molecular weight is 93.06 g/mol. As for the HOMO energy: -10.0946 eV. The value obtained for the lowest unoccupied orbital energy is 0.019 Ha. Its relative energy (zero: lowest compared OMol25 entry of this formula, charge and spin) is 3.437 eV. For the total energy, the calculation gives -10438.1011 eV. The value obtained for the largest force on an atom is 5.34 eV/Å.

No. 3
# C6H8

The molecule C6H8 in a non-equilibrium geometry (the ωB97M-V functional and the def2-TZVPD basis, OMol25).

Cartesian coordinates (Å):
C  -0.85052  1.04102  1.42471
C  -0.96304  2.32916  1.07823
C  0.01563  -0.16279  -0.53020
C  -0.01930  0.01501  0.79782
C  0.74684  -2.14608  -1.84403
C  1.01846  -1.15414  -0.98255
H  -1.20662  0.83541  2.42431
H  -1.52937  2.93751  1.78020
H  -0.26587  2.86515  0.44084
H  -0.72269  0.27926  -1.17560
H  0.65247  -0.55512  1.43221
H  -0.18492  -2.04266  -2.39658
H  1.37845  -2.99129  -2.05046
H  1.93048  -1.25045  -0.39890

As for the orbital gap: 9.3 eV. The charge is 0. The molecular weight is 80.13 g/mol. As for the HOMO energy: -8.5324 eV. The value obtained for the lowest unoccupied orbital energy is 0.027 Ha. Its relative energy (zero: lowest compared OMol25 entry of this formula, charge and spin) is 1.513 eV. For the total energy, the calculation gives -6349.2707 eV. The value obtained for the largest force on an atom is 1.70 eV/Å.

No. 4
# C9H8NO2

The ion C9H8NO2 with charge -1 in a non-equilibrium geometry (the ωB97M-V functional and the def2-TZVPD basis, OMol25).

Cartesian coordinates (Å):
C  1.89303  -1.80307  1.65343
C  0.46322  -1.69034  1.63702
C  2.38945  -0.81970  0.75713
C  0.14508  -0.77069  0.71921
C  -1.13849  0.11176  0.21147
C  -0.50865  0.89967  -0.66949
C  -2.60864  -0.36322  0.40632
C  0.98855  0.81035  -0.68513
C  -1.25405  1.88590  -1.65075
N  1.25886  -0.15579  0.27395
O  -3.47010  0.39326  0.84022
O  -2.64993  -1.51273  -0.04324
H  2.42127  -2.47213  2.28731
H  -0.24113  -2.32230  2.12197
H  3.47066  -0.62452  0.46606
H  1.36915  0.42918  -1.71010
H  1.55183  1.75846  -0.64613
H  -0.60434  2.82197  -1.86573
H  -2.34847  1.93865  -1.42015
H  -1.12730  1.48527  -2.68338

As for the orbital gap: 7.6 eV. The charge is -1. The molecular weight is 162.17 g/mol. As for the HOMO energy: -4.1863 eV. The value obtained for the lowest unoccupied orbital energy is 0.127 Ha. Its relative energy (zero: lowest compared OMol25 entry of this formula, charge and spin) is 0.000 eV. For the total energy, the calculation gives -15047.5888 eV. The value obtained for the largest force on an atom is 4.66 eV/Å.

No. 5
# C5H11O2

A cluster of 2 separate species, C5H11O2 in total in a non-equilibrium geometry (the ωB97M-V functional and the def2-TZVPD basis, OMol25).

Cartesian coordinates (Å):
C  -1.03831  -1.02365  1.97565
C  0.22061  -1.93330  2.04123
H  -1.88865  -1.48984  2.45540
H  -1.13330  -0.67639  0.95096
H  -0.95933  -0.09862  2.56604
H  0.71353  -1.80525  3.00404
H  0.84608  -1.67175  1.19127
H  -0.09280  -2.96591  1.93337
C  0.32325  1.44800  -2.14784
C  -0.14574  1.79805  -0.72399
C  0.88210  0.00676  -2.27062
O  0.22395  -0.79439  -2.96246
O  1.94402  -0.23733  -1.62154
H  -0.45213  1.53937  -2.90674
H  1.10031  2.18343  -2.37380
H  -1.22817  1.75589  -0.64349
H  0.23981  2.78107  -0.42972
H  0.44475  1.18386  -0.03776

As for the orbital gap: 7.6 eV. The charge is -1. The molecular weight is 103.14 g/mol. As for the HOMO energy: -3.8244 eV. The value obtained for the lowest unoccupied orbital energy is 0.141 Ha. Its relative energy (zero: lowest compared OMol25 entry of this formula, charge and spin) is 0.558 eV. For the total energy, the calculation gives -9459.4714 eV. The value obtained for the largest force on an atom is 1.25 eV/Å.

No. 6
# C2H4F3P

A cluster of 2 separate species, C2H4F3P in total in a non-equilibrium geometry (the ωB97M-V functional and the def2-TZVPD basis, OMol25).

Cartesian coordinates (Å):
C  1.59822  0.15966  -0.21219
C  -1.64160  0.23084  0.34333
F  -2.71474  -0.42949  0.93741
F  -1.87171  0.35126  -0.93694
F  -1.53522  1.39767  1.01245
P  0.49488  -1.06437  0.62296
H  1.49139  0.12026  -1.35603
H  2.62139  -0.30335  -0.04602
H  1.66684  1.19102  0.23952
H  -0.10946  -1.65351  -0.60448

As for the orbital gap: 9.4 eV. The charge is 0. The molecular weight is 116.02 g/mol. As for the HOMO energy: -9.6006 eV. The value obtained for the lowest unoccupied orbital energy is -0.008 Ha. Its relative energy (zero: lowest compared OMol25 entry of this formula, charge and spin) is 2.592 eV. For the total energy, the calculation gives -19577.9910 eV. The value obtained for the largest force on an atom is 4.28 eV/Å.

No. 7
# HgNiO12P3

A structure of composition HgNiO12P3 in a non-equilibrium geometry (the ωB97M-V functional and the def2-TZVPD basis, OMol25).

Cartesian coordinates (Å):
Hg  -1.92745  -0.72995  -0.89520
Ni  0.52303  0.49761  0.24406
P  1.62018  1.68192  -1.84663
O  2.06848  0.51801  -2.68685
O  0.18572  0.99321  -1.60927
O  1.23081  2.94963  -2.58874
O  2.12884  1.66137  -0.32739
P  -1.72452  0.73771  1.56729
O  -0.34275  0.41015  1.95654
O  -1.32840  1.39774  0.24336
O  -2.28768  1.74522  2.51465
O  -2.34601  -0.50517  1.12834
P  0.43060  -2.34929  0.49866
O  -0.65872  -2.88197  1.21493
O  1.10580  -3.54281  -0.16573
O  1.14383  -1.33612  1.32355
O  0.17825  -1.24730  -0.57152

As for the orbital gap (spin up / spin down): 3.7 / 3.7 eV. The charge is -4. Its spin multiplicity is 4. The expectation value of S² is 3.820. The molecular weight is 544.19 g/mol. As for the HOMO energy (spin up / spin down): 5.4759 / 5.4942 eV. The value obtained for the lowest unoccupied orbital energy (spin up / spin down) is 0.338 / 0.339 Ha. For the total energy, the calculation gives -97646.4721 eV. The value obtained for the largest force on an atom is 8.18 eV/Å.

No. 8
# C3H6N2OS

The molecule C3H6N2OS in a non-equilibrium geometry (the ωB97M-V functional and the def2-TZVPD basis, OMol25).

Cartesian coordinates (Å):
C  -2.18668  0.65263  0.44809
C  -1.23340  -0.50164  0.03544
C  1.10134  -1.02844  0.23225
H  -1.58466  1.53743  -0.09656
H  -3.30679  0.41175  -0.03213
H  -2.21135  0.51237  1.75495
H  -0.90429  -2.24347  -0.81559
H  0.78109  2.30258  0.90071
H  0.61527  -1.95879  0.42647
N  -1.55278  -1.63393  -0.51491
N  0.19343  -0.06231  0.05064
O  2.38477  -1.10869  0.22352
S  0.68503  1.59038  -0.31067

As for the orbital gap: 10.1 eV. The charge is 0. The molecular weight is 118.16 g/mol. As for the HOMO energy: -9.9661 eV. The value obtained for the lowest unoccupied orbital energy is 0.005 Ha. Its relative energy (zero: lowest compared OMol25 entry of this formula, charge and spin) is 4.156 eV. For the total energy, the calculation gives -19068.0103 eV. The value obtained for the largest force on an atom is 7.00 eV/Å.